Computed, not measured: a cluster of 7 separate species, C18H42BrN6O6 in total, with ωB97M-V with the def2-TZVPD basis set.

For the HOMO energy, the calculation gives -6.76 eV. As for the charge: -1. The HOMO-LUMO gap is 9.30 eV.

Last column: Löwdin charge in e.
Positions of all 73 atoms, in Å:
Br (0.1441, 0.4515, 1.0332)  0.01
O (0.5291, 5.6315, -0.7058)  0.11
O (-4.3299, 2.4295, -2.0788)  0.04
O (-3.8359, -3.2615, -1.4258)  0.00
O (1.2881, 0.9545, 6.3202)  0.07
O (2.6961, -4.7515, 1.6222)  0.06
O (3.0111, -1.5135, -3.0928)  0.08
N (2.5441, -3.6965, -0.3878)  0.01
N (-2.5139, 1.4215, -1.3638)  -0.02
N (1.7621, 0.2245, 4.1472)  -0.02
N (1.1931, 3.6375, -0.3168)  0.01
N (1.3441, -1.3775, -1.6078)  -0.03
N (-3.3779, -1.1395, -1.8278)  0.05
C (-1.7549, 1.6335, -2.5968)  -0.06
C (-3.4969, -2.1605, -0.9538)  -0.54
C (-3.6799, -1.0835, -3.3878)  0.01
C (2.5751, -1.1035, -2.0868)  -0.58
C (2.2201, -1.0935, 4.5082)  -0.08
C (3.7211, -4.2735, -1.0518)  -0.11
C (-0.9559, 4.3535, 0.4852)  0.01
C (2.4851, 3.8735, -1.0108)  -0.05
C (3.5721, -0.3325, -1.1438)  0.05
C (0.2821, 4.6095, -0.2618)  -0.71
C (2.1751, -3.9865, 0.8742)  -0.61
C (0.9181, -3.3115, 1.3362)  -0.03
C (0.2521, -1.8255, -2.4718)  -0.05
C (-3.7189, 1.9165, -1.1558)  -0.57
C (0.4571, 2.2055, 4.4822)  -0.03
C (-4.2709, 1.7035, 0.2572)  0.02
C (-3.0419, -1.9195, 0.4492)  -0.02
C (1.2141, 1.0305, 5.1382)  -0.57
H (4.1881, -3.6155, -1.8688)  0.09
H (-2.1139, -1.2835, 0.4652)  0.02
H (2.9911, -0.3295, -0.3288)  0.00
H (2.9211, 2.9645, -1.0588)  0.02
H (4.7241, -4.4225, -0.5378)  0.08
H (0.9111, -1.0185, -0.8068)  -0.05
H (3.5391, -5.4035, -1.1308)  0.10
H (-0.4619, 3.9065, 1.3332)  0.07
H (-2.7109, -2.6985, 1.0752)  0.05
H (-0.7259, -1.3815, -2.0268)  0.10
H (-0.9909, 2.4295, -2.6808)  0.08
H (-4.5549, -1.7905, -3.3918)  0.09
H (2.3101, -1.3995, 3.5082)  0.06
H (-2.3319, 1.9385, -3.4748)  0.08
H (-4.0029, -0.1435, -3.8498)  0.08
H (-3.4869, 1.9725, 1.0042)  0.08
H (2.0351, -2.9505, -1.0178)  0.12
H (0.3231, -2.9815, 0.5302)  0.02
H (0.3841, 2.1405, 3.2992)  0.03
H (0.9481, 3.3065, 4.6462)  0.13
H (2.3131, 4.3355, -1.8958)  0.04
H (1.8231, 0.5925, 3.1122)  0.08
H (3.2331, 4.5535, -0.5128)  0.11
H (0.1421, -2.7955, -2.7308)  0.05
H (3.8101, 0.6995, -1.4688)  0.09
H (-1.6619, 3.5955, 0.0942)  0.07
H (3.0421, -1.1695, 5.1852)  0.08
H (-1.1359, 0.7165, -2.8698)  0.09
H (4.3651, -0.9475, -0.9988)  0.04
H (0.1801, -3.9515, 1.9132)  0.10
H (-3.0109, -1.4115, -4.0438)  0.01
H (0.3661, -1.2505, -3.4058)  0.09
H (0.8871, 2.6035, -0.1258)  0.04
H (-3.0299, -0.2385, -1.5788)  0.02
H (-3.7259, -1.4175, 1.1972)  0.09
H (0.8911, -2.2945, 1.8682)  0.05
H (-5.0439, 2.3405, 0.5832)  0.05
H (-0.4409, 2.2465, 4.8522)  -0.01
H (-4.5789, 0.6085, 0.5032)  0.10
H (-1.8889, 1.1325, -0.6888)  0.00
H (1.6661, -1.7015, 5.0612)  0.04
H (-1.5069, 5.2655, 0.5342)  0.08

Computed, not measured: a structure of composition C14H20FeNO4, with ωB97M-V with the def2-TZVPD basis set.

Its multiplicity is 5. For the HOMO energy (spin up / spin down), the calculation gives -10.77 / -11.29 eV. As for the charge: +1. The HOMO-LUMO gap (spin up / spin down) is 7.29 / 5.07 eV.

Last column: natural (NBO) charge in e.
Positions of all 40 atoms, in Å:
Fe (0.7964, 3.6805, -0.9879)  0.54
O (2.9923, 3.2588, 0.8653)  -0.42
O (2.7979, 4.3769, -2.9647)  -0.39
O (-1.8911, 2.5615, -1.3308)  -0.47
O (0.5552, 6.5353, -0.5879)  -0.36
N (0.1404, -2.5769, 1.2601)  -0.64
C (-0.6391, 0.7108, -2.3010)  -0.31
C (-2.6420, 2.7038, -2.5432)  -0.26
C (0.5406, 0.3672, 0.3262)  -0.49
C (-0.3572, -3.8905, 0.8134)  -0.21
C (-1.8642, -4.0259, 0.9072)  -0.62
C (2.1433, 3.5078, 0.1140)  0.46
C (-0.7702, 1.7519, -1.3382)  0.36
C (0.3850, -0.8018, -0.6187)  -0.04
C (0.5302, 5.3826, -0.7325)  0.44
C (0.0489, 1.7453, -0.1559)  -0.47
C (1.3637, -2.6247, 2.0869)  -0.21
C (-0.1629, -0.5598, -1.8851)  -0.19
C (1.3030, -1.6754, 3.2711)  -0.62
C (1.9930, 3.9686, -2.2140)  0.44
H (2.1903, -2.3850, 1.4011)  0.17
H (-3.4005, 3.4536, -2.3134)  0.23
H (-2.3692, -3.1441, 0.5126)  0.20
H (0.9844, -1.7042, -0.4474)  0.26
H (1.5873, 0.4129, 0.6742)  0.24
H (1.5451, -3.6517, 2.4536)  0.19
H (1.0456, -0.6592, 2.9526)  0.19
H (2.2724, -1.6659, 3.7810)  0.23
H (-1.9840, 3.0397, -3.3539)  0.19
H (-3.1300, 1.7666, -2.8187)  0.20
H (-0.0704, 0.1485, 1.2308)  0.25
H (-0.5879, -2.0629, 1.7198)  0.36
H (0.0074, -4.0113, -0.2139)  0.17
H (0.5401, -2.0288, 3.9743)  0.22
H (-2.1971, -4.9004, 0.3447)  0.23
H (0.1124, -4.6847, 1.4160)  0.19
H (-0.3307, 2.3698, 0.6668)  0.25
H (-0.2374, -1.3720, -2.6237)  0.24
H (-1.0858, 0.8254, -3.2957)  0.24
H (-2.1558, -4.1424, 1.9549)  0.21

Computed, not measured: an isolated molecule of C2H3NO, with ωB97M-V with the def2-TZVPD basis set.

For the HOMO energy (spin up / spin down), the calculation gives -10.26 / -10.26 eV. As for the charge: 0. The HOMO-LUMO gap (spin up / spin down) is 10.89 / 10.91 eV.

Last column: natural (NBO) charge in e.
Positions of all 7 atoms, in Å:
O (2.6526, -0.2096, 0.0582)  -0.52
N (0.4266, 0.3911, -0.1367)  -0.55
C (1.5276, -0.0478, -0.1331)  0.84
C (-0.9584, -0.0145, 0.0399)  -0.43
H (-1.3978, 0.9805, -0.1724)  0.22
H (-1.1768, -0.3300, 1.1494)  0.22
H (-1.0738, -0.7697, -0.8053)  0.22

Computed, not measured: a structure of composition Cl3MnO12, with ωB97M-V with the def2-TZVPD basis set.

Its multiplicity is 7. For the HOMO energy (spin up / spin down), the calculation gives -8.91 / -8.69 eV. As for the charge: 0. The HOMO-LUMO gap (spin up / spin down) is 3.41 / 3.42 eV.

Last column: natural (NBO) charge in e.
Positions of all 16 atoms, in Å:
Mn (2.8098, 2.2466, 1.7816)  1.62
Cl (-1.2442, 0.9384, 3.5797)  2.56
Cl (0.8291, 0.7541, -0.2993)  2.40
Cl (-0.2372, -2.2095, -3.8045)  2.39
O (-2.1997, 0.8063, 2.5273)  -0.78
O (1.2300, 2.0934, 0.2562)  -0.96
O (-0.6183, 2.1350, 3.2194)  -0.91
O (1.3725, 0.0027, -1.4450)  -0.68
O (0.4525, -1.0183, -4.0230)  -0.56
O (-0.5835, 0.7255, 0.0119)  -0.67
O (-0.3343, -2.7629, -5.1886)  -0.51
O (0.6709, -2.9337, -2.9365)  -0.64
O (-1.7862, 1.2260, 4.9126)  -0.83
O (1.4188, -0.0501, 0.7838)  -0.92
O (-0.1666, 0.0515, 3.7615)  -0.83
O (-1.6137, -2.0050, -3.1370)  -0.68

Computed, not measured: a cluster of 2 separate species, C2H8N4O in total, with ωB97M-V with the def2-TZVPD basis set.

For the HOMO energy (spin up / spin down), the calculation gives -18.23 / -18.23 eV. As for the charge: +2. The HOMO-LUMO gap (spin up / spin down) is 8.94 / 8.94 eV.

Last column: natural (NBO) charge in e.
Positions of all 15 atoms, in Å:
O (-1.8217, -0.5883, 0.0559)  -0.39
N (1.0437, -2.0869, -0.6581)  -0.77
N (0.8720, -0.0554, 0.5890)  -0.59
N (-0.7666, 2.6188, -0.2038)  -0.62
N (-2.0155, 0.5499, 0.4378)  -0.04
C (1.5954, -1.0642, 0.3255)  0.30
C (-1.1740, 1.5079, 0.2058)  0.61
H (0.1447, 3.0528, 0.1586)  0.48
H (-0.0226, -1.7420, -0.8973)  0.50
H (-1.2442, 3.0848, -1.0398)  0.47
H (0.8390, -2.8914, -0.0739)  0.47
H (1.2810, 0.3799, 1.3504)  0.39
H (-3.0180, 0.8488, 0.6443)  0.46
H (2.6314, -1.3142, 0.6370)  0.24
H (1.6553, -2.3005, -1.5313)  0.50

> Among the records above, which one has the lowest charge?

C18H42BrN6O6

> Which formula does entry 2 have?

C14H20FeNO4

> Which formula does entry 3 have?

C2H3NO

> Which of these has the lowest charge?

C18H42BrN6O6